Entry 1:
The following is a DFT calculation (ωB97M-V with the def2-TZVPD basis set) of the molecule C27H36N2O6.

* energy relative to the best compared isomer or geometry (same formula, charge and spin): 69.5 kcal/mol
* electronic energy: -1611.3830 a.u.
* SMILES: CCCCN(C)C(=O)[C@H]1CCC(=O)N(c2cc(OC)c(OC)c(OC)c2)[C@@H]1c1ccc(OC)cc1
* max |F|: 0.71 eV/Å

Atoms and positions in Å:
C -6.841 -1.652 1.358
C -6.017 -0.821 0.382
C -4.756 -0.270 1.044
H -5.035 0.327 1.915
H -4.154 -1.109 1.395
C -3.927 0.621 0.110
N -3.485 -0.052 -1.097
C -2.469 -0.938 -1.187
O -2.165 -1.461 -2.246
C -1.665 -1.266 0.069
C -1.641 -2.773 0.310
C -0.816 -3.040 1.559
C 0.587 -2.466 1.470
O 1.515 -2.956 2.084
N 0.748 -1.360 0.702
C 2.090 -0.937 0.446
C 2.606 0.193 1.035
C 3.914 0.607 0.764
C 4.709 -0.146 -0.106
C 4.163 -1.300 -0.706
C 2.863 -1.686 -0.432
H 2.435 -2.568 -0.877
O 4.986 -1.970 -1.563
C 4.503 -3.137 -2.183
H 3.641 -2.924 -2.823
H 5.324 -3.503 -2.797
H 4.232 -3.900 -1.446
O 5.998 0.254 -0.415
C 7.029 -0.637 -0.032
H 7.960 -0.117 -0.252
H 6.977 -0.860 1.040
H 6.988 -1.570 -0.596
O 4.255 1.754 1.405
C 5.551 2.303 1.306
H 6.304 1.646 1.749
H 5.507 3.232 1.875
H 5.823 2.517 0.271
H 2.030 0.783 1.727
C -0.235 -0.768 -0.196
C -0.222 0.738 -0.087
C -0.055 1.534 -1.206
C -0.092 2.916 -1.117
C -0.297 3.526 0.114
C -0.466 2.728 1.248
C -0.430 1.356 1.144
H -0.549 0.750 2.032
H -0.620 3.214 2.198
O -0.356 4.870 0.323
C -0.144 5.730 -0.770
H -0.910 5.599 -1.541
H -0.209 6.740 -0.367
H 0.846 5.581 -1.212
H 0.045 3.501 -2.013
H 0.101 1.072 -2.170
H 0.032 -1.052 -1.226
H -1.301 -2.596 2.434
H -0.715 -4.109 1.751
H -1.206 -3.270 -0.558
H -2.658 -3.151 0.437
H -2.057 -0.772 0.955
C -4.167 0.323 -2.319
H -5.241 0.165 -2.227
H -3.777 -0.295 -3.125
H -3.977 1.374 -2.549
H -4.543 1.465 -0.206
H -3.067 1.033 0.647
H -6.625 0.007 0.011
H -5.734 -1.445 -0.468
H -6.259 -2.494 1.728
H -7.732 -2.040 0.872
H -7.148 -1.049 2.210

Mulliken atomic charge list, values in e, 2 entries:
1 C -1.39
2 C -0.34

Entry 2:
The following is a DFT calculation (ωB97M-V with the def2-TZVPD basis set) of a cluster of 10 separate species, C17H43F3N3O22S4 in total in a non-equilibrium geometry.

* electronic energy: -4384.9538 a.u.
* charge: +1
* max |F|: 5.55 eV/Å

Atoms and positions in Å:
N -6.141 -16.105 -6.778
H -5.757 -15.391 -7.380
H -7.124 -15.872 -6.784
H -5.955 -15.999 -5.792
H -5.834 -17.018 -7.082
N -4.075 -16.064 -2.572
H -4.517 -16.148 -1.667
H -4.805 -15.669 -3.147
H -3.772 -16.895 -3.060
H -3.355 -15.365 -2.686
N -4.390 -13.126 -5.412
H -4.344 -12.203 -5.006
H -3.552 -13.661 -5.236
H -4.573 -13.177 -6.404
H -5.144 -13.663 -5.007
C -7.280 -14.779 -3.574
O -6.034 -15.020 -4.232
H -8.004 -14.474 -4.330
H -7.669 -15.742 -3.244
H -7.175 -14.141 -2.697
C -5.044 -12.698 -8.853
O -4.259 -11.865 -8.024
O -5.434 -13.762 -7.998
C -6.140 -11.909 -9.677
F -5.651 -11.694 -10.924
F -7.319 -12.478 -9.824
F -6.579 -10.815 -9.059
C -3.354 -10.974 -8.621
C -2.562 -10.304 -7.488
H -1.746 -9.704 -7.889
H -3.217 -9.573 -7.013
H -2.231 -11.009 -6.725
H -3.898 -10.173 -9.121
H -2.626 -11.437 -9.289
H -4.302 -13.178 -9.491
C -8.162 -22.006 -9.551
C -6.951 -21.798 -8.570
C -5.583 -21.770 -9.242
O -5.026 -20.529 -8.869
C -5.880 -19.848 -8.104
O -5.667 -18.788 -7.508
O -7.076 -20.468 -8.048
H -8.180 -21.216 -10.303
H -9.033 -22.345 -8.992
H -7.885 -22.883 -10.136
H -7.040 -22.523 -7.761
H -5.723 -21.898 -10.315
H -5.029 -22.614 -8.830
C -6.844 -19.999 -2.276
C -5.886 -20.761 -3.172
O -6.392 -20.537 -4.484
S -6.899 -18.984 -4.539
O -8.025 -18.776 -5.515
O -5.669 -18.131 -4.625
O -7.429 -19.008 -2.956
H -6.229 -19.471 -1.548
H -7.620 -20.586 -1.784
H -5.758 -21.820 -2.948
H -4.837 -20.482 -3.069
C -1.728 -14.870 -8.750
C -1.938 -15.319 -7.332
O -1.734 -16.717 -7.294
S -2.102 -17.398 -8.797
O -3.561 -17.425 -8.995
O -1.249 -18.571 -9.096
O -1.442 -16.043 -9.515
H -0.905 -14.156 -8.775
H -2.600 -14.314 -9.095
H -2.897 -14.973 -6.945
H -1.191 -14.885 -6.668
C -6.750 -15.367 -11.762
C -8.155 -14.854 -11.374
O -8.849 -16.062 -11.119
S -7.877 -17.284 -10.713
O -8.549 -18.549 -10.892
O -7.343 -16.926 -9.399
O -6.879 -16.699 -11.866
H -6.098 -15.106 -10.928
H -6.420 -14.870 -12.674
H -8.590 -14.160 -12.094
H -8.146 -14.383 -10.391
C -8.204 -11.852 -6.394
C -9.605 -11.982 -5.825
O -10.170 -13.212 -6.222
S -9.376 -14.005 -7.477
O -10.206 -14.003 -8.732
O -8.822 -15.295 -7.038
O -8.246 -12.831 -7.462
H -7.330 -11.934 -5.749
H -8.123 -10.859 -6.834
H -10.283 -11.239 -6.247
H -9.633 -11.832 -4.745

Mulliken atomic charge list, values in e, 2 entries:
1 N 1.18
2 H 0.20

Entry 3:
The following is a DFT calculation (ωB97M-V with the def2-TZVPD basis set) of a cluster of 2 separate species, C2H10N2O in total.

* energy relative to the best compared isomer or geometry (same formula, charge and spin): 12.3 kcal/mol
* electronic energy: -266.9246 a.u.
* SMILES: CNCN.O
* max |F|: 0.82 eV/Å

Atoms and positions in Å:
C 0.058 1.700 0.682
N 0.359 0.329 0.997
C 1.418 -0.256 0.198
N 1.002 -0.743 -1.099
H -0.797 2.047 1.252
H 0.854 2.420 0.914
H -0.160 1.744 -0.378
H 0.502 0.122 1.968
H 1.838 -1.093 0.764
H 2.265 0.435 0.107
H 0.551 -1.645 -1.004
H 0.260 -0.139 -1.440
H -2.900 -2.185 -1.552
H -2.519 -1.421 -0.240
O -2.731 -1.316 -1.171

Mulliken atomic charge list, values in e, 2 entries:
1 C -0.80
2 N -0.31

no.,lowest unoccupied orbital energy (eV),Kohn-Sham gap (eV),molar mass (g mol⁻¹)
1,0.682,8.8089,484.593
2,-3.403,7.2753,826.792
3,0.915,9.7677,78.115